# 1
# C2I2N2O2

An isolated molecule of C2I2N2O2 (wB97M-V/def2-TZVPD, the OMol25 dataset).

Structure (ORCA input):
```
! wB97M-V def2-TZVPD RIJCOSX def2/J DEFGRID3
* xyz 0 1
C -0.61 -0.28 -0.11
C -1.17 0.57 0.71
N -0.20 -1.23 -0.80
N 1.70 -0.24 -0.39
O 2.74 0.13 -0.72
O 1.09 -1.16 -1.24
I -1.23 0.01 2.73
I -2.32 2.19 -0.17
*
```

Its SMILES is O=NON=C=C(I)I. The value obtained for the energy above the lowest of the compared OMol25 structures with the same formula, charge and spin is 33.57 kcal per mole. The calculation puts the LUMO energy at -0.80 eV.

Atomic partial charges in e from the natural (NBO) method, atoms 1 to 6:
1. C 0.215
2. C -0.492
3. N -0.120
4. N 0.350
5. O -0.219
6. O -0.217



# 2
# C33H23Br2N7O3Pt

A structure of composition C33H23Br2N7O3Pt (wB97M-V/def2-TZVPD, the OMol25 dataset).

Structure (ORCA input):
```
! wB97M-V def2-TZVPD RIJCOSX def2/J DEFGRID3
* xyz 4 1
Pt -2.50 -0.76 0.74
Br -4.36 1.89 3.29
C -5.36 0.48 2.52
Br -4.32 -1.20 2.37
H -5.67 0.73 1.52
H -6.19 0.20 3.17
C 11.02 0.42 -0.16
O 10.10 0.53 0.99
C 8.85 0.42 0.92
C 8.15 0.56 2.19
C 6.81 0.47 2.24
C 6.05 0.22 1.03
C 6.77 0.09 -0.24
C 8.11 0.18 -0.30
C 4.69 0.11 1.01
N 3.94 -0.13 -0.12
C 2.69 -0.18 0.26
C 2.58 0.03 1.70
N 3.82 0.21 2.12
C 1.33 0.03 2.39
C 1.15 0.25 3.76
C -0.13 0.21 4.27
C -1.19 -0.05 3.42
N -1.04 -0.27 2.11
C 0.20 -0.23 1.59
C 0.30 -0.46 0.15
N -0.87 -0.70 -0.49
C -0.86 -0.87 -1.81
C 0.31 -0.83 -2.56
C 1.52 -0.61 -1.92
C 1.51 -0.42 -0.54
H 12.00 0.56 0.27
H 10.78 1.21 -0.87
H 10.92 -0.58 -0.59
H 8.75 0.75 3.07
H 6.31 0.58 3.19
H 6.19 -0.10 -1.13
H 8.63 0.08 -1.24
H 4.11 0.37 3.08
H 1.99 0.45 4.42
H -0.32 0.38 5.32
H -2.21 -0.09 3.80
H -1.82 -1.05 -2.28
H 0.26 -0.98 -3.63
H 2.44 -0.59 -2.47
O -7.92 -2.04 -3.69
N -7.42 -0.98 -4.00
O -7.70 -0.31 -4.96
C -6.40 -0.43 -3.08
C -6.35 0.91 -2.97
C -5.45 1.52 -2.05
C -5.40 2.92 -1.89
C -4.52 3.46 -0.98
C -3.71 2.59 -0.24
N -3.74 1.27 -0.37
C -4.60 0.74 -1.26
C -4.63 -0.70 -1.42
N -3.78 -1.48 -0.69
C -3.79 -2.81 -0.83
C -4.62 -3.45 -1.73
C -5.50 -2.70 -2.48
C -5.53 -1.30 -2.33
H -7.02 1.52 -3.57
H -6.05 3.56 -2.48
H -4.45 4.52 -0.83
H -3.01 2.98 0.49
H -3.10 -3.37 -0.21
H -4.59 -4.53 -1.82
H -6.16 -3.18 -3.18
*
```

The value obtained for the energy above the lowest of the compared OMol25 structures with the same formula, charge and spin is 0.00 kcal per mole. The calculation puts the LUMO energy (alpha / beta) at -14.16 / -14.16 eV.

Atomic partial charges in e from the natural (NBO) method, atoms 1 to 6:
1. Pt 0.844
2. Br 0.130
3. C -0.506
4. Br 0.223
5. H 0.244
6. H 0.272



# 3
# CH5S2

A cluster of 2 separate species, CH5S2 in total (wB97M-V/def2-TZVPD, the OMol25 dataset).

Structure (ORCA input):
```
! wB97M-V def2-TZVPD RIJCOSX def2/J DEFGRID3
* xyz -1 1
S 0.28 2.08 1.58
H 0.47 0.91 2.25
C -0.60 -0.53 -0.83
S 1.25 -0.54 -0.93
H -0.87 0.32 -1.46
H -0.87 -0.30 0.19
H -1.11 -1.40 -1.22
H 1.45 -0.54 0.42
*
```

The value obtained for the energy above the lowest of the compared OMol25 structures with the same formula, charge and spin is 8.97 kcal per mole. The calculation puts the LUMO energy at 3.59 eV.

Atomic partial charges in e from the natural (NBO) method, atoms 1 to 6:
1. S -1.052
2. H 0.070
3. C -0.719
4. S -0.114
5. H 0.214
6. H 0.259



# 4
# HMgO2P

A structure of composition HMgO2P (wB97M-V/def2-TZVPD, the OMol25 dataset).

Structure (ORCA input):
```
! wB97M-V def2-TZVPD RIJCOSX def2/J DEFGRID3
* xyz 1 2
P -1.19 0.52 -0.07
O -0.05 1.63 0.00
Mg 1.68 0.47 -0.03
O -0.06 -0.81 0.01
H -0.38 -1.81 0.08
*
```

The expectation value of S² is 0.7533. The calculation puts the LUMO energy (alpha / beta) at -7.46 / -7.44 eV.

How positive or negative is each atom? The natural (NBO) charges in e answer that:
1. P 1.081
2. O -1.259
3. Mg 1.806
4. O -1.192
5. H 0.564



# 5
# C7H10O2S

An isolated molecule of C7H10O2S (wB97M-V/def2-TZVPD, the OMol25 dataset).

Structure (ORCA input):
```
! wB97M-V def2-TZVPD RIJCOSX def2/J DEFGRID3
* xyz 0 1
C -2.21 -2.01 -0.23
C -1.15 -1.44 -0.28
C 1.23 -1.37 0.34
C 0.13 -0.76 -0.44
C 0.17 0.71 -0.02
C -0.62 1.00 1.27
C -0.58 1.58 -1.08
O 3.57 -0.51 -0.60
O 1.54 1.11 -0.03
S 2.63 -0.09 0.40
H -3.14 -2.62 -0.07
H 1.04 -1.71 1.40
H 1.73 -2.28 -0.03
H 0.46 -0.58 -1.56
H -0.83 2.08 1.48
H -0.25 0.62 2.26
H -1.63 0.61 1.05
H -0.28 2.56 -0.77
H -1.64 1.46 -1.03
H -0.16 1.65 -2.07
*
```

The value obtained for the energy above the lowest of the compared OMol25 structures with the same formula, charge and spin is 49.36 kcal per mole. The calculation puts the LUMO energy at 0.79 eV.

Atomic partial charges in e from the natural (NBO) method, atoms 1 to 6:
1. C -0.210
2. C -0.026
3. C -0.610
4. C -0.373
5. C 0.301
6. C -0.663



# 6
# C5H12N2O

A cluster of 2 separate species, C5H12N2O in total (wB97M-V/def2-TZVPD, the OMol25 dataset).

Structure (ORCA input):
```
! wB97M-V def2-TZVPD RIJCOSX def2/J DEFGRID3
* xyz 0 1
C -1.13 0.33 0.53
C -1.97 -0.20 -0.65
C -1.96 0.89 1.65
C 2.86 -0.86 -0.26
C 1.36 0.15 -1.77
N 0.12 -0.41 0.74
N 0.19 0.86 0.29
O 1.85 -1.00 -1.25
H -1.42 -0.93 -1.33
H -2.27 0.68 -1.15
H -2.89 -0.64 -0.32
H -2.82 0.22 1.81
H -2.22 1.90 1.42
H -1.56 0.93 2.69
H 2.88 -1.81 0.22
H 2.53 0.01 0.42
H 3.77 -0.63 -0.77
H 1.77 1.05 -1.58
H 0.53 0.04 -2.44
H 0.38 -0.56 1.73
*
```

The value obtained for the energy above the lowest of the compared OMol25 structures with the same formula, charge and spin is 157.42 kcal per mole. The calculation puts the LUMO energy (alpha / beta) at 1.04 / 0.68 eV.

Atomic partial charges in e from the natural (NBO) method, atoms 1 to 6:
1. C 0.174
2. C -0.624
3. C -0.645
4. C -0.252
5. C 0.012
6. N -0.457



# 7
# C19H41MnNOP2Si

A structure of composition C19H41MnNOP2Si (wB97M-V/def2-TZVPD, the OMol25 dataset).

Structure (ORCA input):
```
! wB97M-V def2-TZVPD RIJCOSX def2/J DEFGRID3
* xyz 0 4
Mn 0.67 -0.32 0.39
Si 0.92 -1.45 -1.67
P 2.21 -1.61 1.39
N 1.58 1.11 0.25
H -0.05 -0.31 1.79
C 2.44 -1.61 3.20
H 3.36 -2.17 3.46
H 1.58 -2.09 3.68
H 2.53 -0.58 3.57
C 2.33 -3.40 1.02
H 3.21 -3.80 1.54
H 2.43 -3.57 -0.06
H 1.42 -3.90 1.37
C 3.87 -1.00 0.84
H 4.66 -1.60 1.31
H 3.98 0.06 1.14
H 3.95 -1.06 -0.25
C 0.20 -3.11 -2.19
H -0.90 -3.04 -2.19
H 0.54 -3.90 -1.50
H 0.56 -3.32 -3.21
H 0.44 -0.53 -2.75
H 2.38 -1.68 -1.88
C 2.29 2.12 -0.20
C 3.05 4.39 0.08
C 2.32 3.34 0.55
C 2.94 2.03 -1.46
C 3.66 3.12 -1.92
C 3.74 4.29 -1.14
H 3.08 5.33 0.66
H 1.76 3.34 1.49
H 2.84 1.10 -2.02
H 4.17 3.05 -2.89
H 4.32 5.14 -1.52
C -1.66 -2.91 1.13
O -0.74 -2.46 0.42
C -2.56 -2.08 1.97
H -3.05 -2.71 2.72
H -3.34 -1.62 1.35
H -2.00 -1.27 2.46
C -1.97 -4.38 1.12
H -1.91 -4.77 2.14
H -1.29 -4.92 0.46
H -3.01 -4.51 0.77
C -4.25 -0.36 -0.83
C -3.21 0.61 -1.40
P -1.59 0.78 -0.55
C -0.86 2.12 -1.62
C -1.74 3.15 -2.31
C -2.15 1.59 1.02
C -3.05 2.81 0.98
H -3.86 -1.39 -0.82
H -5.14 -0.34 -1.48
H -4.57 -0.05 0.19
H -2.99 0.30 -2.44
H -3.67 1.61 -1.44
H -0.10 2.62 -1.01
H -0.31 1.56 -2.39
H -2.24 3.79 -1.60
H -1.07 3.78 -2.91
H -2.46 2.67 -2.99
H -2.65 0.80 1.60
H -1.23 1.84 1.58
H -3.99 2.61 0.47
H -3.29 3.07 2.02
H -2.55 3.67 0.54
*
```

The expectation value of S² is 4.1239. The calculation puts the LUMO energy (alpha / beta) at 0.40 / 0.39 eV.

Atomic partial charges in e from the Löwdin method, atoms 1 to 6:
1. Mn 0.075
2. Si 0.489
3. P 0.723
4. N -0.104
5. H -0.008
6. C -0.262



Largest force on an atom per entry: 1.940 0.079 1.133 3.270 3.090 3.525 3.157 eV/A